DFT (wB97M-V/def2-TZVPD) results for a single C18H20N4O molecule at a distorted geometry.

* LUMO: 0.18 eV
* structure (SMILES): Cc1nc2c(c3c4ccccc4n(CCN(C)C)c13)CNC2=O

```
43
Properties=species:S:1:pos:R:3:forces:R:3
O 4.885601 2.425581 -2.751869 -0.8 -0.9 0.6
N 1.840977 1.662817 -2.222082 0.9 -0.6 0.9
N -3.826466 -0.824000 -0.672867 -0.2 0.8 0.6
N 5.178842 1.509662 -0.701774 -0.7 -1.0 0.9
N -0.372653 0.114871 0.458420 -0.2 0.1 -0.3
C 1.877719 -1.264042 3.741131 0.6 0.9 -0.9
C -1.816013 0.224600 0.254208 0.1 -0.4 0.5
C 4.428341 0.831326 0.368461 -0.6 1.6 -1.7
C 2.448716 -0.613435 2.620125 -1.8 -0.3 0.6
C 1.850988 0.503951 0.352222 0.5 -0.6 0.0
C 2.999611 1.462725 -1.525691 -1.0 -0.6 2.2
C 0.700248 1.240467 -1.662206 0.6 -0.5 0.2
C -2.390504 -0.993110 -0.482682 -1.0 0.7 0.0
C 0.671305 0.627521 -0.378177 -0.5 0.1 1.2
C -0.342069 -0.996867 2.806822 -1.2 -0.1 -0.4
C -4.614563 -2.046140 -0.496129 0.0 0.8 -0.9
C 3.042912 0.907844 -0.235485 -0.6 0.1 -0.2
C 0.498659 -1.432874 3.833665 -0.2 0.3 -0.5
C 0.174513 -0.402182 1.643342 1.4 0.4 0.0
C 1.569550 -0.186710 1.594075 0.9 -0.1 0.4
C -0.503654 1.296636 -2.516961 -0.2 0.1 -1.4
C 4.402009 1.826066 -1.792020 1.7 2.0 -2.2
C -4.248765 0.101927 -1.773764 0.3 -1.2 0.7
H -2.311323 0.310503 1.241676 0.3 -0.2 -0.4
H -1.069230 0.360844 -2.505438 0.0 0.3 0.3
H -5.245358 0.466603 -1.566320 -0.3 -0.1 0.0
H 4.697126 -0.182886 0.520861 0.5 -1.1 0.2
H 0.092233 -1.873514 4.748105 -0.1 0.1 -0.5
H 3.499969 -0.380966 2.595195 0.1 -0.1 -0.1
H -2.179099 -1.894196 0.087983 -0.1 -0.1 0.2
H -1.430187 -1.122514 2.879452 0.5 -0.1 0.2
H -3.634001 0.991479 -1.936708 0.3 -0.3 0.6
H -0.180083 1.428269 -3.562389 0.0 0.0 0.4
H -4.390854 -2.552044 0.432785 0.2 0.1 0.4
H -1.938964 -1.128645 -1.446687 0.8 -0.1 -0.6
H -4.416063 -2.765930 -1.299847 -0.2 -0.1 -0.2
H -4.247981 -0.419775 -2.726440 -0.1 -0.2 -0.4
H 4.512287 1.393831 1.292723 -0.1 0.0 0.3
H -5.679306 -1.791452 -0.485246 0.1 -0.1 -0.1
H 2.490542 -1.538859 4.587934 0.1 -0.1 -0.1
H -2.059904 1.164946 -0.225939 0.1 0.0 -0.4
H 6.174445 1.410939 -0.793074 0.0 0.2 -0.2
H -1.139556 2.146735 -2.299389 -0.3 0.1 0.2
```
Positions in Å, forces in eV/Å.

***

DFT (wB97M-V/def2-TZVPD) results for a single C18H20N6O3S2 molecule at a distorted geometry.

* LUMO: 0.54 eV
* structure (SMILES): CCOC(=O)Cc1csc(NC(=O)CSc2nnnn2-c2ccc(C)c(C)c2)n1

```
49
Properties=species:S:1:pos:R:3:forces:R:3
S 2.664340 -2.694132 1.058879 -0.1 0.6 -0.4
S 0.595747 1.210478 0.079419 0.0 0.3 -0.3
O 3.531564 1.964102 2.389007 0.1 0.1 0.0
O 0.779725 -0.103641 -3.938802 0.3 0.2 -0.2
O -0.376426 -1.255795 -2.399950 -0.1 0.0 0.1
N -1.128961 0.273535 3.376399 -1.2 -0.4 0.4
N 3.257193 -0.090063 1.527975 0.5 -0.1 0.5
N 2.636865 -0.766230 -0.645475 0.4 0.6 -0.1
N 0.877490 0.643908 2.729179 0.1 0.2 -0.9
N -1.183827 0.544300 2.063089 1.7 0.2 -0.2
N 0.078786 0.335860 3.738391 0.0 -0.1 1.0
C -3.538320 0.989028 1.984576 0.2 0.0 0.0
C -3.622804 0.156314 -0.679983 0.0 0.1 0.1
C 1.955852 -1.768242 -2.781079 -0.1 0.1 0.2
C -2.384853 0.561492 1.341256 -0.9 0.1 -0.2
C -4.786317 0.608653 -0.048132 0.1 0.0 0.1
C 2.275387 1.863643 0.374326 -0.5 0.3 0.1
C -3.649897 -0.318169 -2.098342 0.0 0.0 0.0
C 2.270839 -1.886096 -1.326347 -0.1 -0.9 0.2
C -6.086407 0.646482 -0.788938 0.0 0.0 0.0
C -4.725552 1.010946 1.280071 0.1 -0.1 -0.1
C -2.426437 0.137345 0.021228 0.1 0.0 0.2
C 2.869404 -1.006688 0.596706 -0.1 -1.1 0.0
C 3.042466 1.271354 1.535179 0.4 0.2 -0.2
C -0.376311 0.656169 -4.305203 -0.5 0.2 0.0
C 0.646357 -1.022146 -2.987852 0.3 -0.3 0.0
C -0.590408 1.842963 -3.378729 0.2 -0.4 -0.1
C 0.100414 0.781220 1.673169 -0.4 0.0 0.4
C 2.230616 -3.019778 -0.579365 0.1 0.2 0.0
H -5.996868 1.251990 -1.689895 -0.1 0.0 -0.1
H -3.490670 1.293327 3.018020 0.0 0.0 0.1
H -0.178736 0.985843 -5.327459 0.0 -0.1 0.1
H -1.250835 -0.002355 -4.290660 0.1 0.1 -0.1
H 2.804890 1.662701 -0.557706 -0.1 0.0 0.1
H 3.618756 -0.448268 2.403929 -0.1 0.2 -0.1
H -4.410561 -1.085741 -2.231574 -0.1 -0.1 -0.1
H -6.873847 1.062315 -0.166137 -0.1 0.0 0.0
H 2.746600 -1.224167 -3.297785 0.0 -0.1 0.0
H -5.624824 1.348807 1.773757 -0.1 0.0 0.0
H 1.847824 -2.763798 -3.214402 0.0 0.1 -0.1
H -3.887830 0.505327 -2.771718 0.0 0.0 -0.1
H -0.801001 1.501403 -2.368986 -0.1 0.0 0.1
H -1.535937 -0.237580 -0.461318 0.1 -0.1 -0.1
H -1.430584 2.432384 -3.734145 -0.1 0.1 0.0
H 2.187256 2.937394 0.543817 0.2 -0.2 0.1
H -6.380796 -0.357308 -1.094141 -0.1 0.0 -0.1
H 1.978755 -4.013746 -0.885808 0.0 -0.2 -0.1
H -2.683815 -0.732188 -2.369622 0.0 0.0 -0.1
H 0.298380 2.468251 -3.358934 0.1 0.1 0.0
```
Positions in Å, forces in eV/Å.

***

Question: The lowest LUMO belongs to which entry?
Answer: C18H20N4O